1.
{
  "formula": "C24H31N7PRuS3Si",
  "method": "the ωB97M-V functional and the def2-TZVPD basis",
  "elements": ["Ru", "S", "S", "S", "P", "Si", "N", "N", "N", "N", "N", "N", "N", "C", "C", "C", "C", "C", "C", "C", "C", "C", "C", "C", "C", "C", "C", "C", "C", "C", "C", "C", "C", "C", "C", "C", "C", "H", "H", "H", "H", "H", "H", "H", "H", "H", "H", "H", "H", "H", "H", "H", "H", "H", "H", "H", "H", "H", "H", "H", "H", "H", "H", "H", "H", "H", "H", "H"],
  "positions_angstrom": [[-0.66932, 0.26151, -0.32579], [-2.33489, 1.92692, 0.46007], [-2.62448, 0.54992, -2.07884], [0.85467, -1.39170, -0.88091], [0.56524, 2.01179, -1.19795], [0.92404, -5.08092, -0.50877], [1.55502, 4.55038, -0.99242], [2.86262, 2.97696, -2.33252], [-5.79316, 2.01034, -3.36152], [-5.11819, 4.33346, 0.33757], [0.75222, 3.86827, -3.20017], [-1.51469, -1.66322, -0.01900], [-0.30915, 0.05412, 2.06507], [0.83281, 4.94064, -2.20593], [-0.10218, 2.78326, -2.75780], [-3.19685, 1.69418, -0.98649], [2.88850, 4.07535, -1.36617], [0.92542, 0.39038, 2.46495], [-0.46348, -2.44601, -0.32421], [-1.04730, 0.31770, 4.31786], [-1.27224, 0.01924, 2.98838], [1.23055, 0.70728, 3.77311], [-4.79786, 3.48636, -0.37667], [1.12675, -5.91841, 1.14417], [-4.38175, 2.45386, -1.25795], [-1.72815, -4.35987, 0.17501], [-2.68167, -2.19217, 0.34830], [0.82283, 3.57403, -0.20945], [-0.49709, -3.83428, -0.23095], [0.32550, -6.27968, -1.79890], [-2.82768, -3.55737, 0.45667], [2.10764, 3.40806, -3.51214], [2.31686, 1.75700, -1.75124], [0.22817, 0.68341, 4.73890], [0.50851, 1.05396, 6.16514], [-5.15943, 2.20741, -2.41801], [2.52691, -4.29554, -1.02512], [1.07659, -7.05762, -1.96423], [0.20919, -6.42577, 1.45517], [1.50809, 0.74219, 6.46539], [-3.77748, -3.98185, 0.75118], [1.39381, -5.19797, 1.92198], [-0.59981, -6.77495, -1.49232], [0.45184, 2.13822, 6.28416], [-2.26098, -0.26373, 2.64617], [-3.49142, -1.50293, 0.55462], [1.37767, 3.32906, 0.69866], [2.64789, 4.23511, -3.97116], [2.87879, -3.56524, -0.29245], [2.92329, 1.45119, -0.89504], [3.42252, 3.75736, -0.46986], [-0.21862, 0.60809, 6.84172], [3.28493, -5.08005, -1.10665], [2.24920, 0.96193, 4.03969], [-0.15107, 3.96353, 0.08662], [2.45222, -3.80036, -1.99621], [0.14183, -5.78208, -2.75447], [2.34742, 0.94436, -2.48019], [3.43024, 4.90769, -1.81456], [-1.86670, 0.26672, 5.02359], [1.91986, -6.67044, 1.09695], [-1.83819, -5.43693, 0.26289], [-0.16357, 2.00381, -3.51819], [2.05400, 2.58800, -4.22906], [-0.17470, 5.26089, -1.93810], [1.69408, 0.37857, 1.70107], [-1.11361, 3.14410, -2.56938], [1.35796, 5.78246, -2.65429]],
  "multiplicity": 5,
  "charge": 1,
  "relative_energy_kcal_mol": 1.55,
  "orbital_gap_ev": [7.7, 5.3]
}

***

2.
{
  "formula": "C3H9N5O",
  "method": "the ωB97M-V functional and the def2-TZVPD basis",
  "elements": ["O", "N", "N", "N", "N", "N", "C", "C", "C", "H", "H", "H", "H", "H", "H", "H", "H", "H"],
  "positions_angstrom": [[0.70553, 2.69205, 0.02730], [-3.26987, -0.26397, 0.04363], [-1.90708, -0.64729, 0.01761], [1.51803, -1.68947, -0.50530], [0.75608, -0.83043, -0.98064], [1.23439, 1.34498, -0.06694], [-0.98380, 0.32500, 0.17926], [0.30208, 0.33635, -0.31028], [1.93045, -1.55613, 0.93447], [1.98370, 1.35609, -0.74002], [1.08455, -1.39749, 1.65246], [-3.81370, -1.13690, 0.11750], [2.43820, -2.51563, 1.17597], [-3.39534, 0.11789, 0.98857], [-1.71666, -1.43264, -0.58054], [-1.32002, 1.24261, 0.68937], [0.71838, 2.84965, 0.99726], [2.56345, -0.64803, 1.10186]],
  "smiles": "C/N=N\\C(=C/NN)NO",
  "charge": 0,
  "relative_energy_kcal_mol": 125.09,
  "orbital_gap_ev": 7.4
}

***

Total energy (a.u.)
-3236.5155 -468.5268